This record from the OMol25 dataset describes an isolated molecule of C5H6N2 at a distorted geometry. The level of theory is ωB97M-V/def2-TZVPD.

Geometry (Å):
C -0.15 1.59 1.87
C -0.03 0.49 0.84
C 0.52 0.74 -0.41
C 0.07 -1.05 -1.52
C -0.51 -0.78 0.68
H -0.37 2.54 1.06
H -1.19 1.59 2.39
H 0.74 1.48 2.50
H 0.67 1.82 -0.74
H 0.17 -1.89 -2.16
H -1.04 -1.23 1.57
N 0.54 0.10 -1.61
N -0.30 -1.55 -0.30

Summary:
SMILES: Cc1cncnc1
E_LUMO: 0.027 Ha
Multiplicity: 1
Molar mass: 94.1 Da
HOMO: -9.17 eV
Kohn-Sham gap: 0.36395 Eh
Net charge: 0

Here are the natural (NBO) charges for atoms 1 to 5, given in e: -0.638 -0.112 0.052 0.241 0.093

This record from the OMol25 dataset describes an isolated molecule of C5H6N2 at a distorted geometry. The level of theory is ωB97M-V/def2-TZVPD.

Geometry (Å):
N 1.29 2.54 -0.49
C 0.36 1.87 -0.29
C -0.81 1.03 -0.19
C -0.72 -0.37 -0.65
C 0.64 -0.98 -0.32
C 0.32 -0.61 1.14
N -1.01 -0.06 0.78
H -1.74 1.57 -0.35
H -1.45 -0.78 -1.35
H 0.67 -2.06 -0.50
H 1.52 -0.52 -0.78
H 0.18 -1.48 1.80
H 0.97 0.11 1.63

Summary:
SMILES: N#C[C@H]1[C@H]2CCN21
E_LUMO: 0.035 Ha
Multiplicity: 1
Molar mass: 94.1 Da
HOMO: -9.84 eV
Kohn-Sham gap: 0.39687 Eh
Net charge: 0

Here are the natural (NBO) charges for atoms 1 to 5, given in e: -0.309 0.261 -0.224 -0.051 -0.442

This record from the OMol25 dataset describes an isolated molecule of C5H6N2O at a distorted geometry. The level of theory is ωB97M-V/def2-TZVPD.

Geometry (Å):
C 2.37 -0.37 0.42
C 1.04 0.15 -0.40
C -0.86 1.00 -0.06
C -2.20 0.93 0.24
C -0.31 -0.29 -0.39
H 2.34 -1.59 0.08
H 3.40 0.04 0.01
H 2.23 -0.29 1.50
H 1.27 0.00 -1.55
H -2.96 1.59 0.32
H -3.27 -0.94 -0.02
N -2.23 -0.51 0.18
N -1.31 -1.21 -0.19
O 0.50 1.47 -0.13

Summary:
SMILES: C[C@@H]1Oc2c[nH]nc21
E_LUMO: 0.036 Ha
Multiplicity: 1
Molar mass: 110.1 Da
HOMO: -8.64 eV
Kohn-Sham gap: 0.35359 Eh
Net charge: 0

Here are the natural (NBO) charges for atoms 1 to 5, given in e: -0.620 0.082 0.211 -0.197 -0.024

This record from the OMol25 dataset describes an isolated molecule of C5H6N2O at a distorted geometry. The level of theory is ωB97M-V/def2-TZVPD.

Geometry (Å):
C -0.59 1.79 0.75
C 0.25 0.80 -0.02
C 0.24 -1.24 -0.69
C -0.57 -2.39 -0.25
C 0.85 -0.53 0.49
H -0.66 2.58 0.05
H -0.06 1.99 1.68
H -1.61 1.41 0.98
H 1.24 1.21 -0.33
H -0.49 0.34 -1.95
H 1.07 -1.68 -1.31
N -0.47 -0.02 -1.00
N -0.84 -3.31 0.38
O 1.63 -0.94 1.24

Summary:
SMILES: C[C@@H]1N[C@H](C#N)C1=O
E_LUMO: 0.014 Ha
Multiplicity: 1
Molar mass: 110.1 Da
HOMO: -9.94 eV
Kohn-Sham gap: 0.37897 Eh
Net charge: 0

Here are the natural (NBO) charges for atoms 1 to 5, given in e: -0.619 -0.145 -0.270 0.260 0.624

This record from the OMol25 dataset describes a structure of composition C5H6N2O at a distorted geometry. The level of theory is ωB97M-V/def2-TZVPD.

Geometry (Å):
C -1.85 1.56 0.10
C -0.84 0.48 0.02
C -1.30 -0.57 -0.71
C 0.57 0.55 0.39
C 1.46 -0.64 0.47
H -1.36 2.46 -0.23
H -2.53 1.10 -0.73
H -2.55 1.66 1.11
H -2.27 -0.45 -1.33
H -1.04 -2.51 -1.54
H 0.22 -2.03 -0.33
N -0.55 -1.55 -1.31
N 2.27 -1.40 0.50
O 1.16 1.51 0.89

Summary:
E_LUMO: -0.023 Ha
Multiplicity: 1
Molar mass: 110.1 Da
HOMO: -9.26 eV
Kohn-Sham gap: 0.31742 Eh
Net charge: 0

Here are the natural (NBO) charges for atoms 1 to 5, given in e: -0.598 -0.241 0.111 0.451 0.183

This record from the OMol25 dataset describes an isolated molecule of C5H6N2O at a distorted geometry. The level of theory is ωB97M-V/def2-TZVPD.

Geometry (Å):
C 2.21 0.48 0.01
C 0.82 -1.42 -0.14
C -0.30 0.73 0.12
C -0.12 2.03 -0.20
C -1.60 0.04 0.20
H 2.26 1.16 -0.83
H 2.70 1.01 0.92
H 2.81 -0.37 -0.26
H 1.94 -1.87 -0.31
H -1.05 2.52 -0.24
H 0.81 2.73 -0.33
N 0.87 -0.05 0.33
N -2.76 0.04 -0.05
O -0.29 -2.03 -0.10

Summary:
SMILES: C=C(C#N)N(C)C=O
E_LUMO: 0.004 Ha
Multiplicity: 1
Molar mass: 110.1 Da
HOMO: -9.50 eV
Kohn-Sham gap: 0.35312 Eh
Net charge: 0

Here are the natural (NBO) charges for atoms 1 to 5, given in e: -0.411 0.528 0.053 -0.396 0.259

This record from the OMol25 dataset describes an isolated molecule of C5H6N2O at a distorted geometry. The level of theory is ωB97M-V/def2-TZVPD.

Geometry (Å):
C 1.20 -0.27 2.38
C -0.66 -0.73 -0.98
C 0.07 1.32 0.54
C 0.07 0.38 1.81
C 0.37 0.26 -0.49
N 2.23 -0.58 2.82
N -0.67 -0.97 -2.35
O -1.44 -1.32 -0.29
H -1.00 1.71 0.45
H 0.85 2.05 0.48
H -0.89 -0.27 1.86
H 1.54 0.20 -0.58
H -0.23 -0.38 -3.02
H -1.46 -1.39 -2.63

Summary:
E_LUMO (alpha / beta): -0.029 / -0.037 Ha
Multiplicity: 1
Molar mass: 110.1 Da
HOMO (alpha / beta): -9.07 / -9.05 eV
Kohn-Sham gap (alpha / beta): 0.30397 / 0.29582 Eh
Net charge: 0

Here are the natural (NBO) charges for atoms 1 to 5, given in e: 0.190 0.612 -0.472 -0.192 -0.178

This record from the OMol25 dataset describes an isolated molecule of C5H6N2O at a distorted geometry. The level of theory is ωB97M-V/def2-TZVPD.

Geometry (Å):
C 1.34 -1.88 0.19
C 1.37 -0.41 0.31
C 0.12 0.24 -0.02
C -1.95 0.50 -0.46
C -1.38 1.66 -0.29
H 0.38 -2.20 -0.55
H 1.08 -2.19 1.35
H 2.42 -2.23 -0.05
H -2.97 0.15 -0.71
H -1.95 2.59 -0.52
H 0.40 2.31 0.51
N -1.00 -0.44 -0.26
N -0.11 1.58 -0.10
O 2.25 0.31 0.60

Summary:
SMILES: CC(=O)c1ncc[nH]1
E_LUMO: 0.023 Ha
Multiplicity: 1
Molar mass: 110.1 Da
HOMO: -9.24 eV
Kohn-Sham gap: 0.36208 Eh
Net charge: 0

Here are the natural (NBO) charges for atoms 1 to 5, given in e: -0.738 0.529 0.181 -0.108 -0.066

This record from the OMol25 dataset describes an isolated molecule of C5H6N2O at a distorted geometry. The level of theory is ωB97M-V/def2-TZVPD.

Geometry (Å):
C 2.00 -0.06 -1.44
C -1.40 0.39 1.20
C -0.04 -0.96 -0.32
C 1.12 -1.33 -1.40
C -0.11 0.12 0.47
N 2.56 0.94 -1.53
N -1.47 1.69 1.72
O -2.26 -0.43 1.47
H 1.05 -1.54 -2.42
H -0.42 -1.95 -0.09
H 1.55 -2.36 -1.12
H 0.38 1.10 0.12
H -0.62 2.13 1.35
H -2.34 2.27 1.99

Summary:
SMILES: N#CC/C=C/C(N)=O
E_LUMO: 0.004 Ha
Multiplicity: 1
Molar mass: 110.1 Da
HOMO: -10.11 eV
Kohn-Sham gap: 0.37540 Eh
Net charge: 0

Here are the natural (NBO) charges for atoms 1 to 5, given in e: 0.283 0.636 -0.066 -0.533 -0.328

This record from the OMol25 dataset describes an isolated molecule of C5H6N2O at a distorted geometry. The level of theory is ωB97M-V/def2-TZVPD.

Geometry (Å):
C 2.16 -0.41 0.28
C 0.67 1.59 -0.14
C -0.17 -0.69 -0.21
C 0.19 -1.91 -0.15
C -1.57 -0.54 -0.05
H 1.73 -1.11 1.26
H 2.95 -1.08 -0.30
H 2.88 0.40 0.64
H 1.47 2.13 -0.75
H -0.55 -2.68 -0.03
H 1.31 -2.24 0.08
N 0.76 0.23 -0.27
N -2.71 -0.21 0.19
O -0.48 2.02 0.15

Summary:
SMILES: C=C(C#N)N(C)C=O
E_LUMO: 0.002 Ha
Multiplicity: 1
Molar mass: 110.1 Da
HOMO: -9.43 eV
Kohn-Sham gap: 0.34916 Eh
Net charge: 0

Here are the natural (NBO) charges for atoms 1 to 5, given in e: -0.482 0.509 0.004 -0.373 0.264